[1]
This record from OMol25 describes a structure of composition C29H28F6N8O3PRbSSbSe2. The level of theory is ωB97M-V/def2-TZVPD.

```
80
Properties=species:S:1:pos:R:3:lowdin_charge:R:1
Rb 1.21611 -1.68670 -0.12477 0.8104
O 0.68885 0.01899 5.06652 0.1223
C 0.59714 0.13995 3.85590 -0.4092
N 0.69096 -0.92200 2.96187 0.1689
C 1.14936 -2.14510 3.53360 -0.1614
C 0.47711 -3.39100 2.98239 -0.3019
C 0.68362 -4.58453 3.66446 -0.0177
C 0.14290 -5.74476 3.14551 -0.0443
C -0.58345 -5.67235 1.96641 -0.0428
C -0.73859 -4.43744 1.36383 -0.1365
N -0.23125 -3.30843 1.86372 0.0511
C 0.32671 1.48213 3.24035 -0.2124
C 1.01695 2.60921 3.64757 -0.0025
C 0.66949 3.82680 3.08325 -0.0579
C -0.36226 3.87181 2.16387 -0.0524
C -1.00925 2.69011 1.83210 -0.1133
N -0.66508 1.51507 2.35078 0.1089
H 1.12923 -2.13431 4.62605 0.1231
H 2.21500 -2.21719 3.24523 0.1559
H 1.27714 -4.59688 4.56945 0.1212
H 0.29739 -6.69313 3.64299 0.1123
H -1.00830 -6.55562 1.51069 0.1085
H -1.28866 -4.34125 0.43327 0.1027
H 1.80324 2.52806 4.38508 0.1247
H 1.20397 4.72687 3.35623 0.1163
H -0.66209 4.79818 1.69356 0.1042
H -1.82995 2.66477 1.12449 0.0864
Se 2.53823 2.75653 -0.03828 0.2979
P 1.12498 2.83873 -1.59035 0.1925
Se 0.01015 0.92549 -1.87999 0.6067
C -0.15007 4.11718 -1.36150 -0.4185
C 0.30347 5.39902 -1.04877 -0.1065
C -0.60170 6.43132 -0.87059 -0.0799
C -1.96590 6.18852 -0.98933 -0.0780
C -2.41891 4.91431 -1.29169 -0.0688
C -1.51312 3.87748 -1.48320 -0.1268
C 1.82258 3.18807 -3.22925 -0.4232
C 0.98430 3.55610 -4.27984 -0.0953
C 1.51173 3.74312 -5.54646 -0.0742
C 2.87237 3.56176 -5.76695 -0.0762
C 3.70569 3.19867 -4.72045 -0.0695
C 3.18183 3.00983 -3.44858 -0.1062
H 1.36577 5.57966 -0.93468 0.0991
H -0.24487 7.42558 -0.63545 0.1065
H -2.67366 6.99452 -0.84471 0.1051
H -3.47928 4.71708 -1.38084 0.1099
H -1.87898 2.88563 -1.71783 0.0485
H -0.07620 3.69671 -4.10727 0.1084
H 0.86260 4.03186 -6.36272 0.1056
H 3.28194 3.70679 -6.75823 0.1049
H 4.76513 3.06068 -4.89155 0.1074
H 3.81950 2.72853 -2.61940 0.0664
F 3.66323 -2.49718 -0.79564 -0.4709
Sb 3.40599 -4.36319 -0.45590 1.3471
F 5.17853 -4.53149 0.13022 -0.3441
F 2.82580 -3.83497 1.28664 -0.3754
F 3.04840 -6.16128 -0.05587 -0.3476
F 1.57869 -4.12394 -0.99925 -0.4756
F 3.85865 -4.73044 -2.24131 -0.3491
S -3.33207 0.22423 -0.22252 0.6095
C -3.26508 -0.93064 0.97295 -0.8547
N -2.52746 -0.69831 2.10994 0.0776
C -2.59017 -1.47832 3.19356 -0.0749
C -3.35903 -2.60392 3.18011 -0.0481
C -3.94406 -2.91049 1.94042 -0.1233
N -3.89734 -2.13704 0.88363 0.0507
H -1.89295 0.12359 2.10297 0.0841
H -1.99484 -1.16504 4.04224 0.1306
H -3.43557 -3.26012 4.03160 0.1056
H -4.46635 -3.85467 1.81388 0.1171
O 0.86314 -0.72419 -4.00710 0.0078
N 1.06762 0.35579 -3.68388 -0.1261
N -2.79280 -3.37762 -1.83477 0.1746
C -1.64165 -2.84473 -2.33543 -0.6555
N -1.22966 -3.34855 -3.54679 0.1650
O -0.99536 -1.98320 -1.74928 -0.1804
H -3.41344 -3.83359 -2.48314 0.1020
H -3.25561 -2.83572 -1.10960 0.0597
H -1.55673 -4.26253 -3.81352 0.0991
H -0.25376 -3.18685 -3.74065 0.0949
```

The value obtained for the energy above the lowest of the compared OMol25 structures with the same formula, charge and spin is 0.4842 eV. The calculation puts the calculated total energy at -8191.79801 Eh. The HOMO energy (alpha / beta) comes out at -8.070 / -8.067 eV. The HOMO-LUMO gap (alpha / beta) comes out at 7.10 / 5.36 eV. The value obtained for the largest force on an atom is 0.9 eV/A. The LUMO energy (alpha / beta) is -0.974 / -2.706 eV. As for the spin multiplicity: 2. For the molecular weight, the calculation gives 1078.77 g/mol.

---

[2]
This record from OMol25 describes the ion C21H29N2O2 with charge +1. The level of theory is ωB97M-V/def2-TZVPD.

```
54
Properties=species:S:1:pos:R:3:nbo_charge:R:1
C -3.57147 2.80527 1.64035 -0.6372
C -2.64765 3.35147 2.68772 -0.0616
C -3.05527 4.40037 3.50233 -0.1956
C -2.21170 4.91904 4.46540 -0.1910
C -0.93658 4.40574 4.61967 -0.1950
C -0.49317 3.35740 3.82694 -0.0731
C 0.89801 2.81346 3.97819 -0.6318
C -1.36707 2.83603 2.87188 0.3221
O -0.91361 1.78139 2.05814 -0.5808
C -1.31922 0.49725 2.49164 -0.0854
C -0.40221 -0.48340 1.75720 0.0605
O 0.94429 -0.11336 1.92964 -0.7323
C -0.70530 -0.44900 0.23722 -0.2485
N 0.49768 -0.93754 -0.46726 -0.3830
C 0.74297 -0.30418 -1.78002 -0.2385
C 2.11393 -0.75349 -2.31730 -0.2254
N 2.18357 -2.18526 -2.43342 -0.4562
C 1.80974 -2.79676 -3.64744 0.2308
C 2.36901 -2.32410 -4.83477 -0.2761
C 2.05718 -2.91233 -6.04437 -0.1739
C 1.19098 -3.99201 -6.09705 -0.2284
C 0.64746 -4.47921 -4.92352 -0.1668
C 0.94618 -3.88721 -3.70760 -0.3100
C 1.90975 -2.81968 -1.17464 -0.2333
C 0.54124 -2.41109 -0.60173 -0.2428
H -3.01173 2.36617 0.81727 0.2097
H -4.22364 2.04245 2.06744 0.2220
H -4.20266 3.59881 1.24918 0.2345
H -4.04516 4.81008 3.37179 0.2184
H -2.54394 5.73171 5.09208 0.2250
H -0.27421 4.82102 5.36363 0.2184
H 1.42749 3.35212 4.75843 0.2358
H 1.45408 2.93068 3.04772 0.2122
H 0.88516 1.75713 4.24771 0.2114
H -2.36903 0.29853 2.24611 0.1940
H -1.18926 0.39293 3.57543 0.2080
H -0.52329 -1.49439 2.15842 0.1993
H 0.94794 0.84404 2.10900 0.5098
H -1.57879 -1.04765 -0.01665 0.2326
H -0.88107 0.59188 -0.04437 0.2417
H 1.26357 -0.65797 0.19188 0.4684
H 0.71769 0.78074 -1.66889 0.2324
H -0.04680 -0.61402 -2.46890 0.2278
H 2.27631 -0.28820 -3.28778 0.2459
H 2.90092 -0.40961 -1.63484 0.2038
H 3.07463 -1.50783 -4.81028 0.2145
H 2.50427 -2.53216 -6.94980 0.2252
H 0.95170 -4.45362 -7.04148 0.2264
H -0.02158 -5.32593 -4.94638 0.2214
H 0.50102 -4.30073 -2.81501 0.2011
H 1.96074 -3.90185 -1.28621 0.2476
H 2.69096 -2.52149 -0.46357 0.2090
H 0.38864 -2.86675 0.37672 0.2310
H -0.26269 -2.71487 -1.27584 0.2260
```

The value obtained for the energy above the lowest of the compared OMol25 structures with the same formula, charge and spin is 0.8243 eV. The calculation puts the calculated total energy at -1077.37420 Eh. As for the SMILES: Cc1cccc(C)c1OC[C@H](O)C[NH+]1CCN(c2ccccc2)CC1. The HOMO energy comes out at -10.901 eV. The HOMO-LUMO gap comes out at 8.71 eV. The value obtained for the largest force on an atom is 0.9 eV/A. The charge is +1. The LUMO energy is -2.195 eV. For the molecular weight, the calculation gives 341.47 g/mol.

---

[3]
This record from OMol25 describes a structure of composition C17H19B2CeF4N5O5S5. The level of theory is ωB97M-V/def2-TZVPD.

```
58
Properties=species:S:1:pos:R:3:lowdin_charge:R:1
Ce -0.50994 0.22061 0.43371 1.5168
C -4.29234 1.50349 -2.42265 0.0395
C -3.20381 0.78861 -1.70706 -0.1823
N -2.22489 1.35149 -1.11390 0.0024
O -2.15289 2.69738 -1.16605 0.1204
B -0.91312 3.21086 -0.58427 -0.9770
F -0.96458 4.51505 -0.35895 0.2852
F -0.80238 2.45495 0.76265 -0.0238
O 0.32146 2.84334 -1.32123 0.1201
N 0.52359 1.51090 -1.37062 -0.0318
C 1.30197 1.01998 -2.26129 -0.1748
C 2.09888 1.81606 -3.22649 0.0400
C 1.34974 -0.48877 -2.24431 -0.1913
N 0.55663 -1.00266 -1.38414 -0.0594
O 0.50204 -2.35314 -1.25813 0.0871
B -0.65478 -2.86019 -0.56038 -0.8979
F -0.58457 -1.90019 0.97389 -0.2093
F -0.49855 -4.11188 -0.17634 0.2885
O -1.96407 -2.50180 -0.97236 0.1412
N -2.15734 -1.15696 -0.98916 0.0099
C -3.13144 -0.71341 -1.67923 -0.1786
C -4.09250 -1.55102 -2.44010 0.0430
C 2.18156 -1.26978 -3.18917 0.0445
H -4.18183 2.57527 -2.29858 0.0977
H -5.26127 1.19068 -2.02854 0.1143
H -4.26889 1.26340 -3.48722 0.1114
H 1.87889 2.87271 -3.10839 0.0997
H 1.88472 1.51187 -4.25280 0.1162
H 3.16438 1.65577 -3.04208 0.1147
H -3.76588 -2.58482 -2.46261 0.0976
H -4.20970 -1.17571 -3.45661 0.1070
H -5.07282 -1.50449 -1.95628 0.1211
H 3.06010 -0.71364 -3.50384 0.0981
H 1.58804 -1.50926 -4.07713 0.1266
H 2.47884 -2.21057 -2.72986 0.1030
S 2.01745 -7.23375 1.84943 0.7780
C 2.01985 -5.64762 2.04716 -1.4395
S 2.74978 -4.53763 0.89856 0.9798
C 2.27287 -3.06612 1.63105 -1.1055
C 1.57276 -3.21831 2.95506 -1.1464
S 1.15894 -1.98480 3.93492 0.7598
S 1.29065 -4.84774 3.42616 0.9779
S 2.62634 -1.64655 0.89933 0.7985
O -1.30598 0.17979 2.73352 -0.1425
C -0.80685 1.24891 3.56859 -0.1051
C 0.60107 1.66235 3.21175 -0.2550
C 1.24198 2.58961 4.00954 0.0275
C 2.52059 2.99118 3.66597 0.0116
C 3.10905 2.45797 2.52533 -0.0009
C 2.39439 1.55180 1.77798 -0.1210
N 1.15905 1.14159 2.11122 -0.0081
H -1.01456 -0.66682 3.12006 0.0738
H -0.84663 0.96567 4.61758 0.1535
H -1.47018 2.09619 3.41258 0.1509
H 0.74180 2.99271 4.88220 0.1414
H 3.05298 3.70953 4.27603 0.1330
H 4.10423 2.74835 2.21874 0.1282
H 2.82714 1.11956 0.88674 0.0899
```

The value obtained for the energy above the lowest of the compared OMol25 structures with the same formula, charge and spin is 0.0377 eV. The calculation puts the calculated total energy at -4224.15279 Eh. The HOMO energy comes out at -13.772 eV. The HOMO-LUMO gap comes out at 4.87 eV. The value obtained for the largest force on an atom is 0.8 eV/A. The charge is +2. The LUMO energy is -8.902 eV. For the molecular weight, the calculation gives 771.44 g/mol.

---

[4]
This record from OMol25 describes a cluster of 4 separate species, C33H48BrNO5P in total. The level of theory is ωB97M-V/def2-TZVPD.

```
89
Properties=species:S:1:pos:R:3:lowdin_charge:R:1
C 0.89387 3.02699 3.20846 -0.0902
C 0.01457 3.03515 1.96727 -0.2486
C 0.13806 4.29854 1.15732 -0.2274
C -1.12090 4.64178 0.38365 -0.2073
C -1.08162 3.96540 -0.97755 -0.2047
C -2.41752 3.78386 -1.67498 -0.2114
C -3.57639 3.33184 -0.81774 -0.2177
C -3.28768 2.08847 0.03330 -0.2016
C -4.40464 1.09753 -0.13464 -0.2237
C -4.43114 -0.05997 0.85543 -0.1973
C -3.59555 -1.26186 0.41881 -0.1978
C -2.21322 -1.24347 1.04367 -0.2402
C -1.41798 -2.48286 0.68959 -0.3116
N 0.02594 -2.40801 0.86556 -0.4883
Br 0.40923 -1.85095 2.62490 0.7869
C 0.67374 -1.58860 -0.13745 -0.3635
C 2.09975 -1.09670 0.19434 -0.8220
O 2.90783 -1.91973 0.67935 -0.0583
O 2.27342 0.09063 -0.12473 -0.0636
P 0.86372 -2.67230 -1.61942 0.4398
O 1.10665 -4.04791 -1.23977 -0.2439
O -0.45909 -2.49977 -2.51030 -0.1254
O 2.10872 -2.13777 -2.42477 -0.1024
H 1.72890 2.37302 3.05954 0.0607
H 0.33287 2.60519 4.02369 0.0650
H 1.21294 4.01662 3.48520 0.0534
H 0.24927 2.15209 1.40057 0.1013
H -1.01840 2.95204 2.27457 0.0925
H 0.95716 4.24674 0.45995 0.1132
H 0.38587 5.09549 1.84258 0.0963
H -1.13172 5.71404 0.26417 0.1055
H -1.95503 4.34510 0.99601 0.0884
H -0.52958 3.04496 -0.89765 0.1055
H -0.49079 4.61174 -1.60320 0.1057
H -2.29309 3.01166 -2.41958 0.1068
H -2.67469 4.67708 -2.22030 0.1015
H -3.93482 4.12562 -0.18560 0.1026
H -4.39039 3.10358 -1.48675 0.0967
H -3.24399 2.36466 1.07098 0.1039
H -2.34607 1.68104 -0.28644 0.1055
H -5.34347 1.61661 -0.02170 0.1040
H -4.39600 0.71437 -1.14141 0.1092
H -5.44483 -0.35603 1.06265 0.0977
H -4.02393 0.30973 1.77965 0.0997
H -3.52515 -1.29120 -0.65708 0.1072
H -4.05875 -2.16952 0.76688 0.1078
H -1.67952 -0.35468 0.75539 0.0926
H -2.37365 -1.16529 2.09929 0.0802
H -1.65238 -2.83321 -0.29898 0.1044
H -1.74582 -3.26400 1.35627 0.0926
H 0.08118 -0.74169 -0.46364 0.1034
H -0.25860 -2.01606 -3.31315 0.0571
H 2.01233 -1.21025 -2.67129 0.0885
C 5.38895 4.20223 6.31207 -0.1096
C 5.61770 2.95443 5.74924 -0.1006
C 5.14720 2.66869 4.47509 -0.0836
C 4.45443 3.63353 3.75983 -0.0964
C 4.22762 4.88188 4.32131 -0.1026
C 4.69144 5.16602 5.59815 -0.1074
H 5.75346 4.42338 7.30737 0.0940
H 6.16282 2.20239 6.30493 0.0971
H 5.31760 1.69474 4.03618 0.1081
H 4.09014 3.40914 2.76580 0.1050
H 3.68646 5.63399 3.76191 0.0978
H 4.50923 6.13893 6.03722 0.0944
C -2.55239 -7.82021 -0.05307 -0.1110
C -2.97104 -7.97377 1.26111 -0.1184
C -2.39709 -7.20594 2.26483 -0.1089
C -1.41107 -6.27986 1.95242 -0.0925
C -0.99423 -6.12370 0.63790 -0.0801
C -1.56288 -6.89682 -0.36348 -0.0855
H -2.99793 -8.42084 -0.83628 0.0919
H -3.74440 -8.69202 1.50326 0.0905
H -2.71907 -7.32897 3.29130 0.0930
H -0.96505 -5.67661 2.73274 0.1018
H -0.22456 -5.39801 0.39253 0.0885
H -1.23280 -6.77609 -1.38681 0.1027
C 1.28271 -1.27021 -7.46428 -0.1017
C 1.59707 -1.86845 -6.25226 -0.0949
C 2.87840 -1.75731 -5.73217 -0.0877
C 3.84477 -1.03983 -6.42224 -0.0885
C 3.53059 -0.43873 -7.63264 -0.1019
C 2.25069 -0.55671 -8.15567 -0.1060
H 0.28357 -1.36050 -7.87024 0.0974
H 0.84250 -2.42568 -5.71101 0.0967
H 3.12153 -2.23039 -4.78993 0.0944
H 4.84248 -0.94932 -6.01449 0.1027
H 4.28420 0.12253 -8.16937 0.0968
H 2.00737 -0.09161 -9.10213 0.0958
```

The calculation puts the calculated total energy at -4632.68859 Eh. The HOMO energy comes out at -5.074 eV. The HOMO-LUMO gap comes out at 7.39 eV. The value obtained for the largest force on an atom is 2.6 eV/A. The charge is -1. The LUMO energy is 2.313 eV. For the molecular weight, the calculation gives 649.63 g/mol.

---

[5]
This record from OMol25 describes a structure of composition CH4ClNO2S. The level of theory is ωB97M-V/def2-TZVPD.

```
10
Properties=species:S:1:pos:R:3:nbo_charge:R:1
C 0.19104 0.29949 1.18559 0.1651
N -0.70322 0.90141 -1.24749 -1.0991
O -0.84074 -0.82426 1.25155 -0.7103
O 0.98571 -0.21506 0.08665 -0.7035
S -0.02621 -0.42431 -1.07915 1.4799
Cl 1.29991 -0.78648 -2.90348 -0.4374
H 0.98610 0.20859 1.91758 0.1838
H -0.10555 -1.47976 1.50766 0.4742
H -0.32816 1.30285 1.22150 0.2319
H -1.45889 1.01753 -1.94041 0.4153
```

The value obtained for the energy above the lowest of the compared OMol25 structures with the same formula, charge and spin is 1.7222 eV. The calculation puts the calculated total energy at -1104.00378 Eh. The HOMO energy comes out at -9.314 eV. The HOMO-LUMO gap comes out at 9.32 eV. The value obtained for the largest force on an atom is 4.5 eV/A. The LUMO energy is 0.006 eV. For the molecular weight, the calculation gives 129.57 g/mol.

---

- What is the molecular weight in the fourth record?
  649.63 g/mol

---

- Number 2 is which compound?
  C21H29N2O2

---

- Which formula does entry 1 have?
  C29H28F6N8O3PRbSSbSe2